ORCA calculation (the ωB97M-V functional and the def2-TZVPD basis) on one molecule with the formula C4H6O2.

Geometry as XYZ:
```
12
Properties=species:S:1:pos:R:3:lowdin_charge:R:1
C 0.99428 -1.11143 -0.84959 0.002
C 0.48788 0.30445 -0.76315 -0.402
O 0.52142 1.08943 -1.68559 0.091
C -0.03522 0.77099 0.57679 -0.232
C -1.43981 0.56488 0.93322 -0.090
O -0.40892 -0.21447 1.52327 -0.038
H 0.32461 -1.80770 -0.33767 0.085
H 1.14012 -1.38786 -1.89539 0.088
H 1.95904 -1.15807 -0.32751 0.100
H 0.48321 1.64082 0.98068 0.156
H -2.09794 0.03450 0.24564 0.123
H -1.92868 1.27445 1.59929 0.116
```

Calculated values
- E_tot: -306.442967 a.u.
- LUMO energy: 0.9 eV
- ΔE to the lowest compared entry with this formula, charge and spin: 39.7 kcal/mol
- SMILES string: CC(=O)[C@H]1CO1
- Net charge: 0